[1]
{"formula": "C4H11AlBClO2", "method": "ωB97M-V/def2-TZVPD", "charge": 2, "gap_ev": 5.55, "homo_ev": -17.68, "elements": ["C", "C", "C", "O", "C", "B", "O", "Cl", "H", "H", "H", "H", "H", "H", "H", "H", "H", "H", "H", "Al"], "xyz": [[2.554, 0.901, 0.534], [2.238, 0.264, -0.840], [1.271, -0.888, -0.674], [-0.094, -0.402, -0.821], [-1.047, -1.003, -0.251], [-2.154, 0.315, 0.604], [-2.646, 1.045, -0.403], [-3.469, -0.525, 1.618], [3.594, 0.777, 0.769], [2.306, 1.947, 0.506], [1.974, 0.457, 1.329], [3.114, -0.056, -1.373], [1.746, 1.014, -1.436], [1.407, -1.558, -1.521], [1.414, -1.402, 0.267], [-1.786, -1.371, -0.969], [-0.743, -1.714, 0.511], [-1.329, 0.925, 1.240], [-2.420, 1.981, -0.340], [-5.929, -0.707, 1.248]], "lowdin_charge": [-0.0538, -0.1700, -0.0816, 0.0790, 0.0230, -0.8155, 0.1305, 0.5911, 0.0853, 0.0796, 0.0681, 0.1279, 0.1192, 0.1726, 0.1486, 0.1953, 0.1574, 0.1503, 0.1556, 0.8375]}

[2]
{"formula": "C4H11B4Br12N2O8P", "method": "ωB97M-V/def2-TZVPD", "gap_ev": 9.05, "homo_ev": -9.40, "de_lowest_ev": 0.392, "elements": ["N", "P", "O", "O", "B", "O", "B", "N", "O", "B", "O", "B", "O", "O", "O", "H", "H", "H", "H", "H", "H", "H", "C", "Br", "Br", "Br", "H", "C", "Br", "Br", "Br", "H", "C", "Br", "Br", "Br", "H", "C", "Br", "Br", "Br", "H"], "xyz": [[-0.490, 3.130, 4.314], [-1.841, 2.534, 3.838], [-2.147, 0.996, 4.227], [-3.077, 3.397, 4.383], [-1.723, 2.540, 1.928], [-1.610, 3.730, 1.251], [-0.357, 3.765, 0.607], [0.537, 4.842, 0.829], [-0.059, 2.627, -0.164], [-0.280, 1.456, 0.528], [0.630, 0.454, 0.590], [0.242, -0.893, 0.577], [0.007, -1.503, -0.617], [0.075, -1.608, 1.737], [-1.474, 1.359, 1.261], [0.086, 2.491, 4.848], [-2.173, 0.897, 5.191], [-3.936, 3.115, 4.039], [1.327, 4.839, 0.197], [0.869, 4.913, 1.783], [0.340, -0.975, -1.354], [0.863, -1.697, 2.283], [-3.886, -1.162, 2.110], [-4.087, -3.069, 2.207], [-4.049, -0.539, 0.301], [-5.145, -0.275, 3.269], [-2.891, -0.916, 2.462], [1.957, -4.073, -1.257], [2.534, -2.847, -2.622], [1.291, -5.697, -2.039], [3.349, -4.410, 0.022], [1.138, -3.595, -0.736], [2.733, 1.832, -3.029], [1.320, 0.523, -3.007], [4.092, 1.344, -4.290], [2.045, 3.593, -3.354], [3.180, 1.833, -2.046], [2.119, -4.571, -5.930], [3.609, -3.586, -6.645], [0.450, -3.942, -6.643], [2.334, -6.462, -6.182], [2.099, -4.391, -4.865]], "lowdin_charge": [-0.1354, 0.5395, -0.1878, -0.1381, -0.5471, 0.2762, -0.6509, 0.2372, 0.3080, -0.7233, 0.3362, -0.8005, 0.1660, 0.2014, 0.2512, -0.0074, 0.0902, 0.0781, 0.0822, 0.0995, -0.0103, 0.1208, -1.6347, 0.5920, 0.6357, 0.5820, -0.0457, -1.6173, 0.6126, 0.6102, 0.5960, -0.0488, -1.6142, 0.6723, 0.5982, 0.6085, -0.0187, -1.6796, 0.5616, 0.5718, 0.5674, -0.1352]}

[3]
{"formula": "C4H11BClCrF4Sr", "method": "ωB97M-V/def2-TZVPD", "multiplicity": 4, "charge": -2, "gap_ev": [4.27, 4.51], "homo_ev": [0.65, 0.41], "elements": ["Cr", "Cl", "C", "C", "H", "H", "H", "H", "H", "H", "Sr", "C", "C", "H", "H", "H", "H", "H", "F", "B", "F", "F", "F"], "xyz": [[0.445, -0.485, -2.727], [0.713, -2.590, -3.190], [2.354, 0.215, -2.889], [-0.292, 0.064, -4.549], [2.728, -0.015, -3.902], [2.429, 1.303, -2.720], [3.007, -0.293, -2.158], [-0.693, 1.090, -4.553], [-1.097, -0.640, -4.823], [0.504, -0.012, -5.305], [0.180, -0.432, 1.290], [-2.189, -1.353, 1.566], [-0.521, 0.577, -1.123], [-2.915, -0.528, 1.641], [-2.476, -2.005, 0.726], [-2.215, -1.936, 2.500], [-1.628, 0.516, -0.954], [-0.243, 1.658, -0.979], [2.526, -1.357, 1.534], [2.500, -0.652, 2.817], [2.096, 0.710, 2.451], [1.318, -1.190, 3.470], [3.643, -0.720, 3.522]], "lowdin_charge": [0.1131, -0.1136, -0.3124, -0.3226, -0.0365, -0.0316, -0.0358, -0.0419, -0.0456, -0.0407, 1.4126, -0.3975, -0.4652, -0.1060, -0.0916, -0.1184, -0.1360, -0.1546, -0.0265, -1.1801, -0.0440, -0.0172, 0.1921]}

[4]
{"formula": "C4H11BClCuF4Ti", "method": "ωB97M-V/def2-TZVPD", "multiplicity": 3, "charge": -2, "gap_ev": [4.84, 5.89], "homo_ev": [0.76, -0.33], "de_lowest_ev": 0.000, "elements": ["Ti", "Cl", "C", "C", "H", "H", "H", "H", "H", "H", "Cu", "C", "C", "H", "H", "H", "H", "H", "F", "B", "F", "F", "F"], "xyz": [[-1.577, 0.815, 0.321], [-3.215, 1.789, 1.446], [-2.209, -1.094, 0.066], [-1.538, 1.866, -1.415], [-2.280, -1.349, -0.999], [-1.480, -1.756, 0.560], [-3.189, -1.163, 0.562], [-2.565, 1.866, -1.816], [-0.827, 1.481, -2.151], [-1.278, 2.901, -1.134], [1.082, -0.315, -0.012], [0.586, -0.764, -1.822], [0.343, 0.888, 1.411], [-0.374, -1.290, -1.880], [0.599, 0.149, -2.433], [1.419, -1.432, -2.098], [0.446, 0.391, 2.390], [0.971, 1.797, 1.371], [3.109, -0.018, 0.442], [3.065, -0.968, 1.575], [1.915, -1.831, 1.240], [4.227, -1.707, 1.636], [2.771, -0.257, 2.742]], "lowdin_charge": [0.3142, -0.1132, -0.3225, -0.3180, -0.0345, -0.0194, -0.0518, -0.0369, -0.0533, -0.0258, 0.2737, -0.2295, -0.2461, -0.0582, -0.0640, -0.0509, -0.0413, -0.0398, 0.0121, -1.1454, 0.0192, 0.1268, 0.1046]}